(1)
CH2HgO4 as an isolated structure. Source: the OMol25 dataset; level of theory: ωB97M-V with the def2-TZVPD basis set.

ΔE to the lowest compared entry with this formula, charge and spin	0.281	eV
E	-13434.6513	eV
HOMO energy (alpha / beta)	-0.1505 / -0.1677	Eh
⟨S²⟩	0.755
gap between HOMO and LUMO (alpha / beta)	7.829 / 6.580	eV

```
! wB97M-V def2-TZVPD RIJCOSX def2/J DEFGRID3
* xyz -1 2
O -1.38 -0.22 -0.72
C -0.35 -0.70 -1.32
O -0.40 -1.65 -2.12
O 0.84 -0.25 -0.94
Hg -1.48 0.68 1.29
H 0.86 0.33 0.13
O 0.61 1.09 1.56
H 1.29 0.72 2.12
*
```



(2)
C38H40InN6OS4Si as an isolated structure. Source: the OMol25 dataset; level of theory: ωB97M-V with the def2-TZVPD basis set.

ΔE to the lowest compared entry with this formula, charge and spin	0.092	eV
E	-107439.9533	eV
HOMO energy	-0.1626	Eh
gap between HOMO and LUMO	6.679	eV

```
! wB97M-V def2-TZVPD RIJCOSX def2/J DEFGRID3
* xyz -1 1
In -0.13 -0.77 -0.43
N 2.25 -3.16 2.58
C 1.78 -2.15 1.76
S 1.94 -2.40 0.06
N 1.30 -1.11 2.38
N 0.78 -0.11 1.60
C 0.59 0.99 2.22
C -0.04 2.18 1.70
C -0.24 3.25 2.59
C -0.86 4.42 2.21
C -1.31 4.53 0.89
C -1.12 3.51 -0.01
C -0.47 2.30 0.35
O -0.29 1.39 -0.55
H 2.31 -4.05 2.14
H 1.84 -3.15 3.51
H 0.92 1.03 3.26
H 0.11 3.14 3.61
H -1.00 5.22 2.92
H -1.81 5.44 0.57
H -1.48 3.59 -1.03
C -1.77 0.69 -4.12
C -2.83 0.86 -3.09
N -2.69 0.67 -1.82
C -3.81 1.03 -1.11
C -4.86 1.45 -1.87
S -4.41 1.47 -3.53
C -3.82 1.02 0.36
C -4.74 1.67 1.12
S -4.43 1.41 2.78
C -3.04 0.43 2.35
N -2.86 0.34 1.08
C -2.22 -0.23 3.40
H -0.80 0.86 -3.66
H -1.92 1.39 -4.94
H -1.78 -0.33 -4.52
H -5.84 1.76 -1.56
H -5.57 2.28 0.80
H -2.85 -0.70 4.15
H -1.57 0.49 3.90
H -1.59 -0.99 2.92
C 4.87 4.69 0.19
C 4.69 3.25 0.68
C 3.56 3.23 1.71
C 5.98 2.78 1.38
C 4.39 2.34 -0.51
C 5.35 2.20 -1.53
C 5.16 1.38 -2.63
C 3.96 0.68 -2.72
S 3.39 -0.43 -3.93
C 1.90 -0.63 -3.00
N 1.85 0.08 -1.93
C 2.98 0.82 -1.72
C 3.20 1.65 -0.63
C 0.81 -1.54 -3.39
C 0.84 -2.23 -4.60
C -0.20 -3.08 -4.92
C -1.25 -3.25 -4.02
C -1.26 -2.56 -2.82
C -0.24 -1.68 -2.47
H 5.10 5.35 1.03
H 3.96 5.05 -0.28
H 5.68 4.76 -0.53
H 3.83 3.84 2.57
H 3.37 2.21 2.07
H 2.63 3.62 1.30
H 6.16 3.37 2.27
H 6.84 2.87 0.72
H 5.89 1.73 1.67
H 6.29 2.73 -1.45
H 5.92 1.29 -3.39
H 2.41 1.71 0.11
H 1.67 -2.09 -5.28
H -0.20 -3.61 -5.86
H -2.06 -3.93 -4.27
H -2.08 -2.71 -2.12
C -3.94 -4.33 3.08
Si -2.99 -4.68 1.48
C -4.23 -5.18 0.14
C -1.81 -6.12 1.79
C -2.07 -3.21 0.94
C -1.46 -2.23 0.53
H -4.50 -5.20 3.42
H -4.65 -3.51 2.93
H -3.25 -4.03 3.87
H -4.82 -6.06 0.42
H -3.70 -5.40 -0.78
H -4.92 -4.36 -0.06
H -2.34 -7.02 2.11
H -1.08 -5.86 2.56
H -1.26 -6.35 0.88
*
```



(3)
A 11-piece molecular cluster, C41H82O19S8 overall. Source: the OMol25 dataset; level of theory: ωB97M-V with the def2-TZVPD basis set.

SMILES string	O=S1(=O)CCCC1.O=S1(=O)CCCC1.O=S1(=O)CCCC1.O=S1(=O)CCCC1.O=S1(=O)CCCC1.O=S1(=O)CCCC1.O=S1(=O)CCCC1.O=S1(=O)CCCC1.CC(C)=O.CC(C)=O.CC(C)=O
E	-169426.8161	eV
HOMO energy	-0.3422	Eh
gap between HOMO and LUMO	9.591	eV

```
! wB97M-V def2-TZVPD RIJCOSX def2/J DEFGRID3
* xyz 0 1
O 17.50 14.77 11.30
S 16.23 15.51 11.12
O 15.26 14.97 10.12
C 15.42 15.75 12.76
C 15.69 17.22 13.17
C 15.57 17.98 11.83
C 16.46 17.32 10.82
H 16.00 15.12 13.46
H 14.36 15.44 12.66
H 14.94 17.53 13.85
H 16.66 17.42 13.61
H 15.78 19.02 11.97
H 14.54 18.02 11.53
H 17.49 17.49 11.08
H 16.30 17.49 9.76
O 13.20 8.82 13.88
S 12.57 7.83 14.76
O 12.07 6.69 14.04
C 13.73 7.26 15.94
C 12.96 7.20 17.25
C 12.05 8.44 17.23
C 11.40 8.61 15.88
H 14.47 8.05 16.19
H 14.31 6.47 15.44
H 12.25 6.37 17.35
H 13.72 7.21 18.03
H 12.76 9.29 17.34
H 11.28 8.43 17.98
H 11.31 9.67 15.64
H 10.49 8.05 15.80
O 7.89 14.81 13.35
S 7.92 14.84 11.90
O 7.64 13.68 11.15
C 6.84 16.22 11.33
C 7.76 17.13 10.56
C 8.97 16.27 10.03
C 9.46 15.58 11.30
H 6.35 16.66 12.20
H 6.10 15.76 10.71
H 7.17 17.40 9.68
H 8.10 18.03 11.08
H 9.64 16.93 9.50
H 8.67 15.56 9.32
H 9.83 16.35 12.03
H 10.28 14.79 11.25
O 18.70 12.54 14.52
S 17.61 11.98 13.74
O 16.33 12.63 13.79
C 18.06 11.99 12.10
C 18.47 10.55 11.71
C 17.50 9.67 12.49
C 17.41 10.24 13.91
H 18.84 12.68 11.94
H 17.23 12.35 11.46
H 18.30 10.38 10.65
H 19.51 10.37 12.03
H 17.66 8.53 12.52
H 16.56 9.79 12.02
H 18.35 9.97 14.44
H 16.43 10.02 14.33
O 10.83 17.68 14.12
S 11.87 17.56 15.15
O 13.13 18.23 14.96
C 11.34 18.17 16.79
C 11.55 16.86 17.71
C 12.49 15.80 17.11
C 12.02 15.81 15.67
H 10.32 18.46 16.65
H 12.01 18.95 17.09
H 11.82 17.08 18.75
H 10.57 16.41 17.76
H 12.41 14.78 17.48
H 13.56 16.09 17.19
H 11.03 15.41 15.51
H 12.76 15.33 14.94
O 14.91 10.08 17.21
S 15.49 11.33 17.74
O 16.33 12.11 16.85
C 14.22 12.31 18.42
C 14.83 12.88 19.73
C 15.53 11.66 20.38
C 16.40 11.12 19.26
H 13.31 11.74 18.55
H 13.99 13.12 17.69
H 15.56 13.67 19.59
H 13.93 13.19 20.32
H 14.79 10.91 20.68
H 16.19 11.88 21.25
H 16.65 10.09 19.55
H 17.32 11.67 19.16
O 10.22 13.47 17.10
S 9.53 12.24 16.81
O 10.17 11.02 17.35
C 7.85 12.23 17.48
C 6.95 11.98 16.31
C 7.73 11.32 15.17
C 9.05 12.10 15.10
H 7.65 13.18 17.95
H 7.91 11.42 18.19
H 6.07 11.40 16.72
H 6.54 12.91 15.99
H 7.16 11.50 14.24
H 8.05 10.24 15.24
H 8.92 13.10 14.70
H 9.84 11.64 14.50
O 7.45 8.78 12.20
S 8.71 8.34 12.74
O 8.84 8.39 14.15
C 9.21 6.81 12.12
C 9.86 7.10 10.79
C 10.69 8.42 11.05
C 9.97 9.30 12.02
H 8.38 6.10 12.16
H 9.93 6.60 12.87
H 10.43 6.26 10.44
H 9.12 7.37 10.10
H 10.88 8.91 10.05
H 11.68 8.18 11.51
H 9.37 10.12 11.58
H 10.57 9.68 12.89
C 16.05 15.07 16.92
C 17.31 15.10 17.78
C 18.68 14.88 17.15
O 17.27 15.09 18.99
H 15.97 16.04 16.42
H 15.25 14.98 17.58
H 16.13 14.25 16.20
H 19.12 14.00 17.57
H 19.34 15.73 17.47
H 18.72 14.80 16.08
C 12.87 12.03 14.28
C 12.54 12.38 12.84
C 13.24 11.61 11.81
O 11.77 13.28 12.59
H 12.25 11.18 14.66
H 12.54 12.88 14.98
H 13.90 11.71 14.51
H 13.62 12.29 10.99
H 12.58 10.98 11.27
H 14.01 11.05 12.32
C 11.54 12.30 8.72
C 12.63 11.70 7.85
C 14.00 12.41 7.84
O 12.33 10.70 7.25
H 11.88 12.42 9.82
H 10.65 11.74 8.57
H 11.47 13.35 8.51
H 14.47 12.38 6.89
H 14.53 11.91 8.63
H 14.05 13.46 8.19
*
```



(4)
C36H51AgBF4N3OPSb as an isolated structure. Source: the OMol25 dataset; level of theory: ωB97M-V with the def2-TZVPD basis set.

E	-76057.9888	eV
HOMO energy	-0.3084	Eh
gap between HOMO and LUMO	8.760	eV

```
! wB97M-V def2-TZVPD RIJCOSX def2/J DEFGRID3
* xyz 0 1
Ag 0.39 0.37 -2.25
C -2.86 0.04 -3.35
C -2.79 1.10 -2.30
C -3.93 1.64 -1.72
C -3.80 2.60 -0.74
C -2.53 3.00 -0.36
C -1.43 2.43 -0.99
N -1.57 1.52 -1.94
Sb 0.56 3.25 -0.44
C 0.50 4.04 -2.45
C 0.38 5.38 -2.77
C 0.20 5.73 -4.10
C 0.13 4.72 -5.04
C 0.25 3.39 -4.63
C 0.14 2.27 -5.61
N 0.44 3.08 -3.36
C 2.40 2.12 -0.89
C 3.52 2.51 -0.16
C 4.72 1.85 -0.37
C 4.77 0.83 -1.30
C 3.61 0.50 -2.00
C 3.59 -0.60 -3.01
N 2.47 1.16 -1.80
H -3.46 -0.79 -2.99
H -1.85 -0.32 -3.55
H -3.31 0.42 -4.26
H -4.91 1.29 -2.03
H -4.67 3.03 -0.27
H -2.38 3.75 0.41
H 0.42 6.13 -2.00
H 0.08 6.76 -4.38
H -0.03 4.95 -6.08
H 0.14 2.64 -6.63
H -0.79 1.72 -5.44
H 0.97 1.57 -5.46
H 3.44 3.31 0.56
H 5.61 2.14 0.18
H 5.68 0.29 -1.49
H 4.59 -0.87 -3.32
H 2.99 -0.31 -3.87
H 3.11 -1.49 -2.59
F 1.39 -2.72 -4.35
B 0.73 -3.06 -3.20
F -0.13 -4.10 -3.37
F 1.63 -3.30 -2.18
F -0.03 -1.89 -2.79
O 0.24 0.43 0.31
P 0.23 -0.66 1.33
C -0.59 -2.17 0.63
C -0.72 -3.40 1.56
C -2.16 -3.90 1.66
C -2.71 -4.21 0.27
C -2.50 -3.04 -0.71
C -1.92 -1.80 -0.02
C -0.57 0.10 2.86
C -1.55 1.22 2.46
C -3.00 0.80 2.66
C -3.29 0.55 4.14
C -2.08 -0.09 4.84
C -1.22 -0.87 3.84
C 2.03 -1.11 1.55
C 2.81 -0.01 2.27
C 2.91 -0.21 3.78
C 3.43 -1.60 4.11
C 2.51 -2.65 3.51
C 2.45 -2.50 2.00
H 0.09 -2.41 -0.20
H -0.34 -3.17 2.56
H -0.12 -4.21 1.15
H -2.79 -3.15 2.14
H -2.19 -4.79 2.28
H -3.77 -4.46 0.36
H -2.20 -5.10 -0.12
H -3.45 -2.77 -1.18
H -1.82 -3.34 -1.50
H -2.63 -1.41 0.71
H -1.73 -1.02 -0.76
H 0.28 0.59 3.35
H -1.38 1.50 1.42
H -1.36 2.10 3.07
H -3.21 -0.11 2.08
H -3.67 1.57 2.27
H -4.16 -0.10 4.23
H -3.53 1.49 4.63
H -2.41 -0.75 5.63
H -1.46 0.69 5.29
H -1.87 -1.57 3.31
H -0.46 -1.44 4.37
H 2.28 -1.04 0.48
H 2.34 0.96 2.04
H 3.82 0.02 1.86
H 1.93 -0.08 4.26
H 3.58 0.55 4.20
H 3.49 -1.72 5.19
H 4.44 -1.72 3.70
H 1.51 -2.53 3.93
H 2.86 -3.65 3.77
H 1.80 -3.25 1.55
H 3.45 -2.68 1.59
*
```